(1)
A cluster of 8 separate species, C48H120N8O16 in total in a non-equilibrium geometry. Source: OMol25; level of theory: wB97M-V/def2-TZVPD.

Summary:
Strongest force on any atom, eV/Å: 3.4
Orbital gap, eV: 8.7621
Energy relative to the best compared isomer or geometry (same formula, charge and spin), eV: 10.9922
SMILES string: COCCNCCOC.COCCNCCOC.COCCNCCOC.COCCNCCOC.COCCNCCOC.COCCNCCOC.COCCNCCOC.COCCNCCOC
Spin multiplicity: 1
HOMO energy, eV: -8.1856

CARTESIAN COORDINATES (ANGSTROEM)
1 C 10.59995 8.10310 -7.57326
2 O 10.93832 9.48144 -7.82036
3 C 12.24952 9.94979 -7.53818
4 C 12.13932 11.50969 -7.31912
5 N 12.17168 12.00778 -8.72675
6 C 10.87167 12.19698 -9.19459
7 C 10.41914 13.58483 -8.65382
8 O 9.93655 13.50054 -7.33843
9 C 9.02727 14.50890 -7.01030
10 H 10.92361 7.71112 -6.60906
11 H 11.16478 7.51544 -8.29695
12 H 9.52393 8.03801 -7.73468
13 H 12.93295 9.70490 -8.35124
14 H 12.75351 9.43138 -6.72249
15 H 13.03931 11.82181 -6.78931
16 H 11.26406 11.87566 -6.78238
17 H 12.67295 11.29720 -9.24049
18 H 10.23351 11.37900 -8.86026
19 H 10.83340 12.09262 -10.27891
20 H 9.54822 13.91491 -9.22005
21 H 11.12629 14.41036 -8.73464
22 H 8.41386 14.71049 -7.88847
23 H 9.49725 15.46772 -6.79143
24 H 8.34292 14.19984 -6.22021
25 C 29.69180 -0.16776 -3.20726
26 O 29.74791 -0.69461 -1.87482
27 C 29.88889 -2.03847 -1.84291
28 C 30.46262 -2.31258 -0.44312
29 N 29.46508 -2.23272 0.60953
30 C 28.37888 -3.21514 0.52597
31 C 28.09051 -3.75661 1.93556
32 O 29.28393 -3.94523 2.64451
33 C 29.11924 -4.14271 4.05114
34 H 29.31257 0.85414 -3.20794
35 H 28.98910 -0.71463 -3.83595
36 H 30.64612 -0.39698 -3.68145
37 H 30.52720 -2.44607 -2.62683
38 H 28.91279 -2.51355 -1.94110
39 H 31.30319 -1.62719 -0.33448
40 H 31.06151 -3.22163 -0.38768
41 H 29.88022 -2.44445 1.50560
42 H 28.78215 -4.12726 0.08606
43 H 27.47856 -2.71890 0.16364
44 H 27.54175 -4.69566 1.86386
45 H 27.46278 -3.07905 2.51433
46 H 28.41312 -4.95416 4.22735
47 H 28.69604 -3.23447 4.48022
48 H 30.07495 -4.20918 4.57103
49 C 21.22716 -9.74701 0.41154
50 O 20.94078 -9.54247 -0.99156
51 C 20.66959 -8.12913 -1.34533
52 C 19.15682 -8.02245 -1.70289
53 N 18.75650 -8.79145 -2.91239
54 C 17.37167 -8.51247 -3.27840
55 C 16.83624 -9.56888 -4.33556
56 O 15.42325 -9.63137 -4.53639
57 C 14.90622 -10.90609 -5.08825
58 H 20.47828 -9.32365 1.08090
59 H 22.11092 -9.27190 0.83738
60 H 21.04697 -10.76193 0.76590
61 H 21.35285 -7.72449 -2.09200
62 H 20.83715 -7.56058 -0.43058
63 H 19.16582 -6.95989 -1.94579
64 H 18.51920 -8.34917 -0.88143
65 H 18.95266 -9.76922 -2.75242
66 H 17.35487 -7.57369 -3.83205
67 H 16.76259 -8.52193 -2.37450
68 H 17.18306 -10.54234 -3.98889
69 H 17.38365 -9.31146 -5.24229
70 H 14.79956 -10.91376 -6.17300
71 H 13.94371 -11.18061 -4.65663
72 H 15.54251 -11.73642 -4.78203
73 C 19.65746 -3.95192 -11.63432
74 O 20.19478 -3.11574 -12.72726
75 C 19.48067 -3.29595 -13.97794
76 C 17.92161 -3.01888 -13.82236
77 N 17.05787 -3.23286 -14.95268
78 C 15.71536 -2.65772 -14.94808
79 C 15.81685 -1.21842 -15.47451
80 O 14.45171 -0.69177 -15.90549
81 C 14.46560 0.68244 -16.26746
82 H 19.51822 -4.97831 -11.97376
83 H 18.78364 -3.49421 -11.17059
84 H 20.42669 -3.99177 -10.86309
85 H 19.60380 -4.33576 -14.28081
86 H 19.89548 -2.69824 -14.78958
87 H 17.73003 -1.95043 -13.72324
88 H 17.42453 -3.33993 -12.90698
89 H 17.36542 -3.35440 -15.90700
90 H 15.19008 -2.74359 -13.99686
91 H 15.14938 -3.19489 -15.70913
92 H 16.46111 -1.15739 -16.35162
93 H 16.16509 -0.67374 -14.59692
94 H 14.82753 0.77867 -17.29110
95 H 15.26073 1.19848 -15.72933
96 H 13.49029 1.03985 -15.93710
97 C 32.17744 5.24948 -13.52268
98 O 32.06307 5.81334 -12.28522
99 C 30.89230 6.40666 -11.81238
100 C 30.50652 7.53600 -12.87569
101 N 29.93383 7.01885 -14.12354
102 C 28.48612 7.28977 -14.25787
103 C 27.75828 6.09805 -13.68058
104 O 27.88017 5.02686 -14.58990
105 C 27.06296 3.87889 -14.34134
106 H 31.20272 4.91357 -13.87653
107 H 32.66689 4.29137 -13.34784
108 H 32.71774 5.86030 -14.24590
109 H 31.09408 6.86737 -10.84536
110 H 30.13511 5.62260 -11.80863
111 H 31.45336 8.02060 -13.11390
112 H 29.87711 8.28002 -12.38746
113 H 29.86546 6.03152 -13.92200
114 H 28.27358 7.56775 -15.29018
115 H 28.01347 8.12670 -13.74382
116 H 26.70883 6.34968 -13.52748
117 H 28.09870 5.86763 -12.67107
118 H 25.99089 3.96379 -14.16367
119 H 27.56275 3.45089 -13.47237
120 H 27.24484 3.08533 -15.06610
121 C 22.26867 13.92167 1.66381
122 O 23.02805 13.24387 0.68491
123 C 22.53851 13.37114 -0.63369
124 C 23.61713 12.97783 -1.72708
125 N 23.39937 13.34583 -3.08978
126 C 22.09738 12.93969 -3.59528
127 C 21.99748 11.41148 -3.67288
128 O 22.92193 10.94530 -4.63654
129 C 23.11305 9.52298 -4.76669
130 H 22.27437 15.00662 1.55920
131 H 22.61881 13.79130 2.68778
132 H 21.20227 13.69787 1.69215
133 H 22.18310 14.36118 -0.91935
134 H 21.60952 12.80446 -0.69646
135 H 23.82082 11.90717 -1.74471
136 H 24.61000 13.39980 -1.57140
137 H 23.91496 12.61362 -3.55682
138 H 21.94258 13.32874 -4.60165
139 H 21.30088 13.28562 -2.93647
140 H 20.99581 11.24045 -4.06720
141 H 22.06138 10.90869 -2.70788
142 H 22.20591 8.91878 -4.77891
143 H 23.71754 8.97483 -4.04405
144 H 23.68295 9.37129 -5.68336
145 C 19.37967 7.82695 7.62724
146 O 19.92006 6.68415 6.99913
147 C 21.27746 6.37572 7.41399
148 C 22.11070 5.74298 6.28290
149 N 21.29314 4.81140 5.57633
150 C 20.65756 3.74689 6.37741
151 C 19.81590 2.60612 5.69170
152 O 19.06707 2.04496 6.69334
153 C 19.85257 1.14029 7.46965
154 H 19.25372 7.55103 8.67420
155 H 18.40905 8.19441 7.29407
156 H 20.10652 8.63856 7.66004
157 H 21.11764 5.74527 8.28869
158 H 21.90196 7.22549 7.68967
159 H 23.03700 5.36593 6.71638
160 H 22.48049 6.35741 5.46202
161 H 20.72532 5.40962 4.99340
162 H 19.99351 4.23075 7.09367
163 H 21.45409 3.36028 7.01316
164 H 20.23795 1.77946 5.12019
165 H 19.11870 3.08465 5.00392
166 H 20.62470 1.60456 8.08315
167 H 20.18771 0.22995 6.97261
168 H 19.13768 0.74699 8.19239
169 C 19.30639 4.21496 -9.11000
170 O 18.68838 3.95466 -7.83190
171 C 18.16459 2.68363 -7.65443
172 C 19.35097 1.70917 -7.29833
173 N 19.90335 2.08525 -6.02455
174 C 20.94208 1.17303 -5.68167
175 C 21.78429 1.52406 -4.42416
176 O 22.48295 2.69945 -4.48244
177 C 23.14932 2.97789 -3.26765
178 H 20.34038 3.87838 -9.18547
179 H 19.35656 5.30312 -9.14890
180 H 18.72485 3.91363 -9.98126
181 H 17.55833 2.32019 -8.48416
182 H 17.41575 2.67949 -6.86238
183 H 20.18369 1.89291 -7.97725
184 H 19.01183 0.67446 -7.24892
185 H 20.00724 3.06135 -5.78680
186 H 21.76381 1.07035 -6.39043
187 H 20.50893 0.20254 -5.43956
188 H 22.49705 0.71137 -4.28415
189 H 21.14288 1.47492 -3.54425
190 H 23.56237 2.08460 -2.79910
191 H 22.24957 3.28726 -2.73581
192 H 23.95759 3.68232 -3.46400

Cartesian forces (eV/Å) of the 6 atoms listed first:
C 1.143 0.832 -0.855
O -0.301 -0.475 0.695
C -0.730 0.305 1.360
C 1.544 -1.803 -1.623
N 2.181 -0.058 1.413
C -1.182 1.193 -0.065



(2)
A cluster of 10 separate species, BrH18O9 in total. Source: OMol25; level of theory: wB97M-V/def2-TZVPD.

Summary:
Net charge: -1
Strongest force on any atom, eV/Å: 0.6
Orbital gap, eV: 9.4668
Energy relative to the best compared isomer or geometry (same formula, charge and spin), eV: 0.3672
Spin multiplicity: 1
HOMO energy, eV: -6.5158

CARTESIAN COORDINATES (ANGSTROEM)
1 Br 1.70590 -23.01619 14.69940
2 O -1.24638 -21.10215 13.89229
3 H -0.78082 -21.62773 14.55885
4 H -1.53547 -20.32023 14.37392
5 O -1.32001 -24.57452 14.22040
6 H -1.79016 -24.01591 13.59043
7 H -0.45405 -24.13505 14.32475
8 O 2.65123 -20.17533 12.63928
9 H 2.94939 -21.03805 12.97554
10 H 3.37375 -19.87903 12.07848
11 O -0.21499 -24.21878 17.15998
12 H -0.83090 -24.80473 16.70477
13 H 0.43819 -23.97798 16.46857
14 O 2.92073 -26.19517 15.29734
15 H 2.73423 -25.28863 14.98826
16 H 2.76335 -26.74916 14.52625
17 O 0.93641 -19.41992 15.37071
18 H 1.40339 -20.22262 15.07964
19 H 1.46518 -19.09550 16.10671
20 O 4.17907 -22.75905 12.34065
21 H 3.59569 -23.45177 12.68610
22 H 5.05361 -22.98216 12.67806
23 O 0.76269 -22.23672 11.40074
24 H 0.73327 -21.27741 11.32886
25 H 1.02986 -22.37744 12.32383
26 O 3.64650 -21.91619 17.52494
27 H 3.49826 -22.40211 16.70000
28 H 2.87527 -22.13369 18.05950

Cartesian forces (eV/Å) of the 6 atoms listed first:
Br 0.209 0.021 -0.067
O -0.248 -0.146 0.114
H 0.101 0.096 -0.137
H 0.198 0.007 0.001
O 0.137 0.087 -0.005
H 0.100 0.034 0.079